Entry one
A 2-piece molecular cluster, C5H11NO overall, computed with ωB97M-V/def2-TZVPD.

Values from the calculation:
HOMO level (spin up / spin down), eV: 0.345 / -3.426
Frontier orbital gap (spin up / spin down), eV: 3.5 / 7.2
LUMO (spin up / spin down), eV: 3.81 / 3.75
M, g mol⁻¹: 101.1

ORCA input file:
```
! wB97M-V def2-TZVPD RIJCOSX def2/J DEFGRID3
* xyz -1 2
C -0.644 -1.710 -0.143
C -0.603 -1.502 1.331
C -1.412 -2.125 2.176
H 0.377 -1.817 -0.508
H -1.169 -2.633 -0.402
H -1.062 -0.860 -0.681
H 0.089 -0.742 1.683
H -1.309 -1.987 3.242
H -2.216 -2.763 1.821
O 1.808 0.803 0.969
C 1.606 1.758 0.126
C 1.072 1.549 -1.257
N -0.046 2.450 -1.609
H 1.867 2.805 0.365
H 1.868 1.791 -2.004
H 0.889 0.475 -1.356
H -0.228 2.381 -2.611
H -0.887 2.127 -1.142
*
```

Entry two
A 2-piece molecular cluster, C5H11NO overall, computed with ωB97M-V/def2-TZVPD.

Values from the calculation:
HOMO level (spin up / spin down), eV: 1.083 / -4.716
Frontier orbital gap (spin up / spin down), eV: 2.5 / 8.2
LUMO (spin up / spin down), eV: 3.60 / 3.48
M, g mol⁻¹: 101.1

ORCA input file:
```
! wB97M-V def2-TZVPD RIJCOSX def2/J DEFGRID3
* xyz -1 2
C -0.961 0.813 -0.870
N -0.693 -1.967 0.137
C -0.731 -0.810 0.994
C -0.698 0.493 0.591
C 0.602 -0.720 3.113
C -0.490 -1.046 2.364
H -1.906 1.193 -0.950
H -0.330 1.701 -1.062
H -0.792 -0.028 -1.466
H -0.055 -2.644 0.455
H -0.504 -1.757 -0.916
H -0.369 1.172 1.368
H 1.330 0.023 3.072
H 0.697 -1.224 4.103
H -1.290 -1.700 2.819
H 2.008 2.035 -5.302
H 1.871 1.989 -3.878
O 2.310 2.478 -4.570
*
```

Which structure wins on stability? entry one wins.

Entry one
A single C9H8N2O molecule, computed with ωB97M-V/def2-TZVPD.

Values from the calculation:
SMILES: O=C(C1=CCC=C1)n1ccnc1
HOMO level, eV: -9.062
Frontier orbital gap, eV: 9.6
LUMO, eV: 0.55
M, g mol⁻¹: 160.2

ORCA input file:
```
! wB97M-V def2-TZVPD RIJCOSX def2/J DEFGRID3
* xyz 0 1
C 3.639 1.441 0.559
C 2.385 1.024 0.207
C 3.709 -0.675 0.090
C -1.260 -1.239 -1.153
C -2.394 -0.745 -0.703
C -0.752 -0.202 0.790
C -0.287 -0.910 -0.225
C 1.502 -1.343 -0.469
C -2.200 -0.045 0.536
N 4.446 0.278 0.480
N 2.370 -0.330 0.011
O 1.788 -2.416 -0.911
H 3.965 2.416 0.746
H 1.533 1.647 0.073
H 4.100 -1.564 -0.132
H -1.291 -1.745 -2.093
H -3.192 -0.661 -1.352
H -0.092 0.233 1.512
H -2.509 0.971 0.554
H -2.717 -0.575 1.292
*
```

Entry two
A single C9H8N2O molecule, computed with ωB97M-V/def2-TZVPD.

Values from the calculation:
SMILES: C#Cn1ccnc1C#CCOC
HOMO level, eV: -7.931
Frontier orbital gap, eV: 8.3
LUMO, eV: 0.36
M, g mol⁻¹: 160.2

ORCA input file:
```
! wB97M-V def2-TZVPD RIJCOSX def2/J DEFGRID3
* xyz 0 1
C 1.425 3.785 -1.031
C 1.529 1.817 -1.992
C 0.879 0.765 -1.005
C -0.163 0.238 -0.667
C -0.914 -0.671 -0.082
C -2.780 -1.306 0.872
C -1.775 -2.112 1.411
C 0.381 -2.404 1.357
C 1.447 -2.503 1.983
H 0.475 3.449 -0.750
H 1.906 4.370 -0.228
H 1.278 4.105 -2.036
H 2.212 1.145 -2.492
H 0.724 2.215 -2.805
H -3.907 -1.240 1.241
H -1.580 -2.856 2.047
H 2.260 -3.043 2.509
N -2.257 -0.491 -0.012
N -0.754 -1.737 0.953
O 2.192 2.724 -1.143
*
```

Which structure wins on stability? entry one wins.

Entry one
A 3-piece molecular cluster, C5H16NO overall, computed with ωB97M-V/def2-TZVPD.

Values from the calculation:
HOMO level, eV: -13.694
Frontier orbital gap, eV: 6.5
LUMO, eV: -7.21
M, g mol⁻¹: 106.2

ORCA input file:
```
! wB97M-V def2-TZVPD RIJCOSX def2/J DEFGRID3
* xyz 1 1
C -0.610 1.744 0.962
C -0.996 0.851 -0.139
C -1.460 -0.476 0.231
C -0.171 -1.145 0.918
C -1.975 -1.329 -0.930
N 3.004 -0.135 0.504
H 0.434 1.577 1.273
H -0.578 2.788 0.640
H -1.309 1.650 1.791
H -1.380 1.340 -1.039
H -2.206 -0.318 1.017
H -0.149 -0.811 1.949
H -0.313 -2.208 0.855
H 0.680 -0.802 0.344
H -2.535 -2.168 -0.529
H -2.688 -0.745 -1.509
H -1.138 -1.647 -1.548
H 1.138 1.363 -2.591
H 3.733 0.407 0.950
H 0.756 0.662 -1.346
H 3.083 -0.085 -0.480
H 3.383 -1.032 0.812
O 1.296 0.520 -2.134
*
```

Entry two
A 2-piece molecular cluster, C5H16NO overall, computed with ωB97M-V/def2-TZVPD.

Values from the calculation:
HOMO level, eV: -14.700
Frontier orbital gap, eV: 11.5
LUMO, eV: -3.17
M, g mol⁻¹: 106.2

ORCA input file:
```
! wB97M-V def2-TZVPD RIJCOSX def2/J DEFGRID3
* xyz 1 1
C 0.147 0.200 -0.545
C -0.481 -0.398 0.666
C 0.603 -0.810 1.694
C -1.270 -1.676 0.292
C -2.448 -1.952 1.209
N 0.764 1.563 -0.286
H 0.954 -0.403 -0.966
H -0.525 0.375 -1.388
H -1.142 0.310 1.173
H 0.137 -1.361 2.514
H 1.151 0.003 2.176
H 1.283 -1.529 1.233
H -0.570 -2.506 0.183
H -1.644 -1.567 -0.734
H -3.366 -1.535 0.791
H -2.425 -1.618 2.246
H -2.628 -3.029 1.267
H 1.343 1.612 0.561
H 0.026 2.242 -0.087
H 1.381 1.806 -1.105
H 2.617 1.774 -3.141
H 2.302 3.247 -2.818
O 2.083 2.341 -2.577
*
```

Which structure wins on stability? entry two wins.

Entry one
A 2-piece molecular cluster, C2H3NS2 overall, computed with ωB97M-V/def2-TZVPD.

Values from the calculation:
SMILES: N=C=S.C=S
HOMO level, eV: -8.895
Frontier orbital gap, eV: 8.5
LUMO, eV: -0.39
M, g mol⁻¹: 105.2

ORCA input file:
```
! wB97M-V def2-TZVPD RIJCOSX def2/J DEFGRID3
* xyz 0 1
C -2.158 -0.368 0.057
C 2.261 0.891 -0.069
N -2.559 -1.473 -0.156
S 2.037 -0.678 0.179
S -1.814 1.143 0.101
H 2.119 1.341 -1.042
H 2.563 1.545 0.738
H -2.449 -2.400 0.192
*
```

Entry two
A single C2H3NS2 molecule, computed with ωB97M-V/def2-TZVPD.

Values from the calculation:
SMILES: NC(=S)C=S
HOMO level, eV: -8.852
Frontier orbital gap, eV: 6.9
LUMO, eV: -1.92
M, g mol⁻¹: 105.2

ORCA input file:
```
! wB97M-V def2-TZVPD RIJCOSX def2/J DEFGRID3
* xyz 0 1
C -0.519 0.118 0.249
C 0.725 -0.688 0.290
H -0.947 2.016 0.547
H 0.699 1.557 -0.033
H 0.439 -1.654 0.564
N -0.191 1.399 -0.018
S -2.158 -0.357 -0.127
S 2.152 -0.161 -0.134
*
```

Entry three
A single C2H3NS2 molecule, computed with ωB97M-V/def2-TZVPD.

Values from the calculation:
SMILES: S=CNC=S
HOMO level, eV: -8.027
Frontier orbital gap, eV: 7.4
LUMO, eV: -0.59
M, g mol⁻¹: 105.2

ORCA input file:
```
! wB97M-V def2-TZVPD RIJCOSX def2/J DEFGRID3
* xyz 0 1
C -0.434 0.009 1.144
C 0.353 0.109 -1.175
H -0.190 -0.588 2.044
H 0.657 -1.387 0.151
H 0.946 -0.494 -1.826
N 0.131 -0.530 0.012
S -1.368 1.329 1.365
S -0.095 1.552 -1.715
*
```

Which structure wins on stability? entry three wins.

Entry one
A 5-piece molecular cluster, C3H15NO3 overall, computed with ωB97M-V/def2-TZVPD.

Values from the calculation:
HOMO level, eV: -8.467
Frontier orbital gap, eV: 3.4
LUMO, eV: -5.08
M, g mol⁻¹: 113.2

ORCA input file:
```
! wB97M-V def2-TZVPD RIJCOSX def2/J DEFGRID3
* xyz 0 1
C -3.378 0.227 1.051
N 1.817 0.099 0.088
C 2.656 1.117 -0.431
C 2.561 -0.927 0.709
H -4.150 0.278 1.821
H -2.542 -0.450 1.218
H -2.903 1.197 0.912
H 2.056 1.835 -1.002
H 3.366 0.682 -1.154
H 3.216 1.694 0.319
H 1.935 -1.757 1.050
H 3.255 -1.343 -0.044
H 3.200 -0.631 1.548
H 0.237 0.862 -0.152
H -1.211 1.049 -0.641
O -0.507 1.471 -0.090
H 0.426 -1.416 -0.688
H -3.849 -0.112 0.127
O -0.359 -1.905 -0.368
H -2.557 -0.286 -2.153
H -1.113 -1.430 -0.841
O -2.155 -0.255 -1.278
*
```

Entry two
A 4-piece molecular cluster, C3H15NO3 overall, computed with ωB97M-V/def2-TZVPD.

Values from the calculation:
SMILES: CCNC.O.O.O
HOMO level, eV: -8.879
Frontier orbital gap, eV: 9.4
LUMO, eV: 0.56
M, g mol⁻¹: 113.2

ORCA input file:
```
! wB97M-V def2-TZVPD RIJCOSX def2/J DEFGRID3
* xyz 0 1
C 0.483 0.128 2.567
C -0.842 0.565 3.132
N -1.611 1.241 2.107
C -2.849 1.797 2.639
H 1.057 0.891 2.032
H 0.408 -0.644 1.791
H 1.302 -0.213 3.203
H -0.662 1.349 3.874
H -1.290 -0.272 3.680
H -1.891 0.597 1.372
H -2.730 2.393 3.540
H -3.433 2.363 1.921
H -3.485 0.933 2.899
H 0.260 -2.860 -5.029
H 1.190 -2.473 -6.199
O 0.290 -2.361 -5.858
H 3.544 -2.988 0.842
H 2.108 -3.278 0.963
O 2.943 -3.509 1.387
H 2.242 1.630 -7.299
H 1.001 2.327 -6.810
O 1.963 2.383 -6.755
*
```

Which structure wins on stability? entry two wins.

Entry one
A single C16H14N2O3 molecule, computed with ωB97M-V/def2-TZVPD.

Values from the calculation:
SMILES: O=C(OCCOc1ccccc1)c1n[nH]c2ccccc12
HOMO level, eV: -8.607
Frontier orbital gap, eV: 9.0
LUMO, eV: 0.38
M, g mol⁻¹: 282.3

ORCA input file:
```
! wB97M-V def2-TZVPD RIJCOSX def2/J DEFGRID3
* xyz 0 1
O 1.182 3.171 -0.136
C 1.412 1.996 -0.250
O 0.485 1.096 -0.646
C -0.810 1.612 -0.917
H -1.335 0.821 -1.456
C -1.562 1.959 0.382
O -2.954 1.842 0.237
C -3.524 0.600 0.207
C -2.843 -0.605 0.341
C -3.545 -1.799 0.309
C -4.917 -1.812 0.141
C -5.596 -0.611 0.006
C -4.909 0.584 0.038
H -5.421 1.528 -0.062
H -6.668 -0.607 -0.124
H -5.453 -2.748 0.115
H -3.005 -2.729 0.415
H -1.772 -0.634 0.473
H -1.381 3.001 0.653
H -1.192 1.320 1.195
H -0.727 2.499 -1.552
C 2.697 1.342 0.012
N 3.742 2.041 0.418
N 4.751 1.200 0.583
C 4.405 -0.085 0.292
C 5.130 -1.273 0.324
C 4.462 -2.419 -0.039
C 3.115 -2.393 -0.426
C 2.394 -1.223 -0.461
C 3.044 -0.043 -0.095
H 1.359 -1.204 -0.762
H 2.639 -3.321 -0.704
H 4.984 -3.364 -0.029
H 6.167 -1.288 0.622
H 5.644 1.548 0.893
*
```

Entry two
A 2-piece molecular cluster, C16H14N2O3 overall, computed with ωB97M-V/def2-TZVPD.

Values from the calculation:
HOMO level, eV: -7.825
Frontier orbital gap, eV: 6.5
LUMO, eV: -1.36
M, g mol⁻¹: 282.3

ORCA input file:
```
! wB97M-V def2-TZVPD RIJCOSX def2/J DEFGRID3
* xyz 0 1
C -1.032 0.394 -1.167
C -1.236 -0.247 -2.399
N -1.505 -0.645 -3.479
C -1.749 -0.058 -0.018
C -1.895 0.783 1.142
C -2.441 0.287 2.313
C -2.870 -1.066 2.378
N -3.176 -1.692 3.617
O -3.455 -2.918 3.580
O -3.148 -1.023 4.673
C -2.841 -1.869 1.215
C -2.342 -1.365 0.027
H -0.822 1.482 -1.207
H -1.553 1.827 1.096
H -2.462 0.872 3.232
H -3.136 -2.913 1.311
H -2.377 -1.987 -0.879
C 1.567 -0.457 -4.098
O 1.469 0.351 -2.880
C 1.164 -0.102 -1.674
C 1.833 0.520 -0.544
C 2.153 -0.241 0.605
C 2.755 0.368 1.696
C 3.063 1.731 1.662
C 2.802 2.473 0.505
C 2.227 1.880 -0.600
H 1.575 0.283 -4.909
H 2.522 -1.017 -4.093
H 0.699 -1.131 -4.233
H 0.877 -1.170 -1.560
H 1.873 -1.301 0.629
H 2.943 -0.214 2.599
H 3.509 2.211 2.520
H 3.012 3.541 0.470
H 1.997 2.414 -1.530
*
```

Which structure wins on stability? entry one wins.